i | 8
Properties=species:S:1:pos:R:3:mulliken_charge:R:1 method="wB97M-V/def2-TZVPD" charge=0 orbital_gap_ev="8.36 / 6.35"
C 0.58154 -0.13053 1.23972 -0.477
C -0.10365 -0.03046 0.15569 0.107
N -1.19103 0.10691 -0.63015 0.841
O -1.59793 1.20182 -0.92846 -0.499
O -1.80062 -0.94924 -0.79510 -0.487
I 2.23068 0.18802 -2.50850 0.015
H 1.60940 0.31741 1.40312 0.217
H 0.27161 -0.70393 2.06366 0.282


ii | 8
Properties=species:S:1:pos:R:3:mulliken_charge:R:1 method="wB97M-V/def2-TZVPD" charge=0 orbital_gap_ev=9.20
C -1.25089 -0.10697 0.20704 0.110
C 1.21445 -0.39182 -0.67481 0.195
N 0.10622 0.24592 0.22643 -0.294
O -2.08843 0.62661 0.57442 -0.444
O 2.26864 0.11735 -0.50706 -0.431
I 0.53854 1.83325 1.38704 0.203
H -1.59618 -1.12288 0.01501 0.336
H 0.80764 -1.20146 -1.22808 0.324


iii | 8
Properties=species:S:1:pos:R:3:mulliken_charge:R:1 method="wB97M-V/def2-TZVPD" charge=0 smiles="[O-][N+]#CI.C=O" orbital_gap_ev=8.84
C 1.28891 0.70472 -0.38027 -0.212
C -1.11855 -0.27586 0.19227 -0.190
N -1.04990 -1.37583 0.57766 0.509
O 0.81624 1.70866 -0.84855 -0.412
O -0.66214 -2.45518 0.84811 -0.596
I -2.33623 1.34762 0.04290 0.276
H 1.59638 -0.16997 -1.06385 0.254
H 1.46528 0.51583 0.63174 0.370


Short version: ii, iii, i, most stable first.


i | 18
Properties=species:S:1:pos:R:3:mulliken_charge:R:1 method="wB97M-V/def2-TZVPD" charge=0 orbital_gap_ev=8.47
C 0.74247 0.97578 -1.01178 -0.469
C -0.00889 -0.05267 -0.38395 -0.045
C 0.56583 3.41206 -0.54339 -0.326
C -0.74415 0.97449 2.07267 0.074
C -0.31588 -2.48643 0.10370 -1.206
C 0.43877 -1.48953 -0.72589 -0.968
N 0.59890 2.22487 -0.88258 0.025
O -1.72465 1.25116 1.44576 -0.444
S 0.53131 -0.04633 1.45863 -0.152
H 1.52100 0.65751 -1.71221 0.353
H -1.08408 0.13569 -0.51864 0.533
H -0.02833 4.14356 -0.87293 0.264
H -0.71803 1.28828 3.13768 0.360
H -0.24993 -3.50525 -0.39457 0.321
H -1.29877 -2.16227 0.21213 0.381
H 0.04676 -2.42702 1.10420 0.421
H 0.26157 -1.55234 -1.79937 0.393
H 1.46612 -1.34156 -0.68944 0.486


ii | 18
Properties=species:S:1:pos:R:3:mulliken_charge:R:1 method="wB97M-V/def2-TZVPD" charge=0 orbital_gap_ev=8.35
C -2.70832 -0.99994 -0.08028 -0.341
C -3.32862 0.25221 -0.21260 -0.199
C -1.19193 0.62815 -0.13340 -0.470
C 2.39703 -0.12697 1.18354 -1.305
C 1.54100 0.99162 -0.91911 -0.396
C 1.96706 -0.21127 -0.24970 0.350
N -1.36180 -0.71068 -0.06819 0.241
O -2.41590 1.17960 -0.17999 -0.288
S 1.81733 -1.79133 -0.76813 -0.338
H -3.13972 -2.00291 0.01860 0.364
H -4.33616 0.67406 -0.22419 0.369
H 3.05900 0.66308 1.32625 0.419
H 2.92168 -1.00443 1.57913 0.375
H 1.58411 0.11026 1.91575 0.283
H 1.79627 1.83820 -0.30596 0.342
H 0.37248 0.92175 -0.67201 0.221
H 1.73122 1.00724 -2.02767 0.287
H -0.70469 -1.41863 -0.18201 0.086


Short version: ii, i, most stable first.


i | 80
Properties=species:S:1:pos:R:3:mulliken_charge:R:1 method="wB97M-V/def2-TZVPD" charge=+1 orbital_gap_ev=6.85
W -0.38570 0.21134 0.74724 1.297
N -2.91913 2.35904 3.86940 -0.414
C -2.26029 1.52448 3.03412 0.736
S -1.58503 2.22531 1.60253 -0.561
N -2.19253 0.27662 3.37776 -1.429
N -1.47499 -0.52624 2.49711 0.870
C -1.41594 -1.74539 2.91945 -0.480
C -0.74109 -2.86752 2.29206 1.037
C -0.57359 -4.04996 3.01873 -0.898
C 0.08577 -5.12896 2.46230 -0.796
C 0.57705 -5.03408 1.16204 -0.597
C 0.40767 -3.87911 0.41835 -0.725
C -0.26022 -2.79444 0.98216 0.117
O -0.45156 -1.69162 0.24245 0.060
H -3.05181 3.32454 3.63607 0.191
H -3.36388 1.98051 4.68711 0.228
H -1.90158 -1.93904 3.87138 0.442
H -0.96572 -4.11552 4.02641 0.459
H 0.21323 -6.04057 3.02854 0.424
H 1.09190 -5.87788 0.72102 0.447
H 0.76801 -3.79564 -0.59822 0.524
C 4.29587 2.84734 4.27030 -1.357
C 4.82361 1.42873 4.09369 0.778
C 4.18257 0.46036 5.08194 -1.429
C 4.69213 0.93315 2.65346 -1.184
N 3.30801 0.60041 2.28635 0.634
C 2.67045 -0.57511 2.31944 -0.370
N 1.40794 -0.35367 2.06778 -0.016
N 1.30980 0.96465 1.83670 0.475
N 2.43439 1.55623 1.94386 -1.176
H 4.42121 3.16690 5.30461 0.399
H 3.23265 2.91499 4.03416 0.275
H 4.82653 3.55525 3.63299 0.382
H 5.90351 1.43684 4.27200 0.299
H 3.09161 0.49065 5.01756 0.270
H 4.44728 0.73085 6.10298 0.429
H 4.50940 -0.57020 4.92311 0.354
H 5.26282 0.01796 2.49616 0.430
H 5.02203 1.67315 1.92609 0.372
H 3.12670 -1.52516 2.53737 0.480
C -3.77252 1.44734 -0.88084 -1.334
As -2.58706 -0.04595 -0.61686 1.296
C -3.72029 -1.44327 0.06946 -1.359
C -2.13347 -0.56399 -2.45225 -1.256
C -3.15033 -1.45536 -3.09587 0.000
C -3.09402 -2.83544 -2.91151 -0.004
C -4.05891 -3.66270 -3.46266 -0.762
C -5.10103 -3.12321 -4.20571 -0.445
C -5.16398 -1.75156 -4.39926 -0.716
C -4.19373 -0.92521 -3.84900 -0.236
H -4.51674 1.14878 -1.62100 0.465
H -3.20596 2.30403 -1.23988 0.370
H -4.26287 1.71527 0.05186 0.409
H -4.48720 -1.67710 -0.66867 0.535
H -4.18545 -1.09678 0.99195 0.410
H -3.12968 -2.33380 0.27462 0.259
H -1.15346 -1.04024 -2.40013 0.459
H -2.02636 0.37791 -2.99454 0.585
H -2.28330 -3.26334 -2.33091 0.453
H -3.99722 -4.73295 -3.31452 0.416
H -5.85329 -3.76996 -4.63649 0.397
H -5.96483 -1.32190 -4.98655 0.403
H -4.24270 0.14462 -4.02020 0.412
O -0.12951 1.76307 -0.69366 -0.674
C 0.85840 1.19482 -1.28809 0.869
O 1.20728 0.08316 -0.79647 -0.822
C 1.50015 1.80763 -2.45333 -0.112
C 2.43985 1.06642 -3.15915 -0.544
C 3.06684 1.59270 -4.28980 -1.094
C 2.70115 2.86669 -4.65175 0.986
O 3.16409 3.59230 -5.69856 -0.486
C 2.46918 4.84626 -5.66521 -0.244
O 1.60247 4.82760 -4.52957 -0.496
C 1.75941 3.60684 -3.94545 0.827
C 1.13311 3.11048 -2.83758 -1.077
H 2.67465 0.06571 -2.82469 0.535
H 3.79626 1.03328 -4.85650 0.453
H 1.87571 4.94889 -6.57388 0.263
H 3.19466 5.65181 -5.55489 0.257
H 0.40162 3.67799 -2.28103 0.624


ii | 80
Properties=species:S:1:pos:R:3:mulliken_charge:R:1 method="wB97M-V/def2-TZVPD" charge=+1 orbital_gap_ev="6.90 / 6.91"
W -0.57792 -0.96328 0.95705 0.999
N -1.17689 -5.45116 1.56965 -0.381
C -1.28464 -4.10443 1.43077 0.687
S -0.23427 -3.33749 0.28006 -0.450
N -2.15657 -3.48641 2.16395 -1.624
N -2.11250 -2.11801 1.95936 0.902
C -3.20703 -1.51510 2.17655 -0.326
C -3.27126 -0.06111 2.04842 0.521
C -4.46447 0.62533 1.80926 -0.560
C -4.49028 1.98852 1.61004 -0.725
C -3.29753 2.71813 1.69688 -0.648
C -2.11666 2.09201 1.99870 -0.519
C -2.08701 0.70179 2.18416 0.692
O -0.94976 0.08624 2.57848 -0.806
H -0.70358 -5.97200 0.85252 0.228
H -1.91685 -5.92193 2.06478 0.258
H -4.09565 -2.09348 2.41541 0.457
H -5.38817 0.05665 1.75794 0.469
H -5.42716 2.49155 1.41006 0.480
H -3.31309 3.79171 1.54787 0.433
H -1.19349 2.64216 2.12172 0.501
C -6.03359 0.20963 -2.19010 -1.134
C -5.17186 0.69015 -3.35633 0.804
C -4.87132 2.18343 -3.24247 -1.496
C -3.91960 -0.16785 -3.49549 -1.174
N -3.03559 -0.07020 -2.31421 0.687
C -2.26647 0.94297 -1.85268 -0.739
N -1.65465 0.51148 -0.77655 -0.086
N -2.02637 -0.73067 -0.63196 1.194
N -2.83494 -1.12980 -1.50842 -1.539
H -6.88916 0.87075 -2.04523 0.406
H -5.46204 0.20700 -1.25555 0.064
H -6.41448 -0.80001 -2.35734 0.379
H -5.71512 0.52245 -4.28999 0.321
H -4.51630 2.44325 -2.23976 0.303
H -5.77980 2.76114 -3.41267 0.423
H -4.13117 2.51622 -3.97625 0.362
H -3.33339 0.09265 -4.37458 0.435
H -4.18398 -1.22004 -3.56153 0.402
H -2.17626 1.91676 -2.30183 0.587
C 1.26470 -3.37213 3.36679 -1.752
As 1.39250 -1.72158 2.41166 1.254
C 1.97906 -0.58394 3.83393 -1.433
C 2.99197 -2.14542 1.39121 -1.656
C 4.13993 -1.16956 1.25889 0.664
C 4.06449 0.20064 1.47372 0.480
C 5.18198 1.01358 1.30483 -0.904
C 6.39230 0.46999 0.90970 -0.559
C 6.48102 -0.89930 0.68385 -0.651
C 5.36955 -1.70411 0.86285 -0.634
H 2.18479 -3.47420 3.93729 0.516
H 1.15358 -4.20117 2.67497 0.495
H 0.41101 -3.34938 4.04151 0.446
H 3.03028 -0.78627 4.01301 0.473
H 1.38463 -0.83200 4.70941 0.513
H 1.83153 0.46486 3.59780 0.330
H 2.62992 -2.43515 0.40438 0.678
H 3.36020 -3.05494 1.86179 0.861
H 3.13112 0.65312 1.77080 0.064
H 5.10145 2.07803 1.48938 0.429
H 7.26334 1.10149 0.78779 0.416
H 7.42143 -1.34134 0.37871 0.409
H 5.45206 -2.77264 0.69142 0.429
O 0.78909 0.64808 0.71495 -0.672
C 1.14244 0.22773 -0.43426 1.505
O 0.69436 -0.91465 -0.70759 -1.010
C 1.99596 0.99621 -1.35750 -0.209
C 2.34028 0.43312 -2.57136 -0.586
C 3.17838 1.10805 -3.46623 -1.251
C 3.62747 2.34124 -3.06799 1.045
O 4.44880 3.17251 -3.74630 -0.494
C 4.70170 4.29235 -2.87690 -0.278
O 3.84529 4.13947 -1.73498 -0.514
C 3.26470 2.91103 -1.85939 0.517
C 2.44609 2.26939 -0.97618 -0.852
H 1.96233 -0.55060 -2.81843 0.557
H 3.46835 0.68090 -4.41629 0.466
H 4.45417 5.21064 -3.39851 0.256
H 5.74262 4.27359 -2.56442 0.281
H 2.16595 2.70333 -0.02499 0.579


Short version: i, ii, most stable first.


i | 24
Properties=species:S:1:pos:R:3:mulliken_charge:R:1 method="wB97M-V/def2-TZVPD" charge=0 smiles="O=C1C2=C(CCCC2)n2cccc21" orbital_gap_ev=8.16
C 1.81494 2.44647 2.00437 -0.731
C 0.70182 3.03434 1.36377 -0.510
C 1.85151 1.11678 1.65748 -0.190
C 0.09034 2.03461 0.63997 -0.090
C -1.03210 1.73078 -0.25884 0.083
C -0.85876 0.27755 -0.53659 0.759
C 0.22480 -0.17328 0.12243 0.218
C -1.71468 -0.57988 -1.40256 -0.689
C 0.73715 -1.56722 0.10208 -0.610
C -0.96710 -1.87423 -1.73086 -0.757
C -0.35096 -2.48152 -0.46965 -0.818
N 0.80416 0.88091 0.83295 0.054
O -1.89283 2.46982 -0.68600 -0.667
H 2.50952 2.94853 2.64830 0.443
H 0.39381 4.05856 1.42922 0.493
H 2.54444 0.34901 1.94207 0.396
H -2.64925 -0.80480 -0.87873 0.290
H -1.98040 -0.03875 -2.31288 0.324
H 1.63625 -1.61397 -0.52195 0.307
H 1.02091 -1.88567 1.10845 0.368
H -1.65134 -2.58961 -2.18880 0.340
H -0.17283 -1.66059 -2.44905 0.316
H 0.07467 -3.46062 -0.69391 0.352
H -1.13406 -2.61721 0.27872 0.320


ii | 24
Properties=species:S:1:pos:R:3:mulliken_charge:R:1 method="wB97M-V/def2-TZVPD" charge=0 orbital_gap_ev="6.08 / 6.08"
C -3.57373 0.26853 0.19788 -0.829
C -3.25567 -0.93116 -0.39816 -0.118
C -2.47040 0.88081 0.76153 -0.383
C -2.05416 -1.50594 -0.46261 -1.039
C -1.11691 0.42027 0.62294 1.140
C -0.87058 -0.78646 -0.01628 0.725
C -0.08248 1.30910 0.96019 -0.524
C 1.21144 1.41716 0.54134 -0.636
C 1.59119 -1.10987 0.73282 -0.136
C 1.96752 0.29374 0.18328 0.671
C 3.19572 0.32884 -0.72525 -1.207
N 0.37072 -1.33367 -0.06070 -0.020
O 2.41119 -2.13897 0.86978 -0.806
H -4.56602 0.78845 0.16927 0.349
H -4.12379 -1.40501 -0.91038 0.283
H -2.56592 1.90397 1.33265 0.139
H -2.08269 -2.47119 -0.88450 0.410
H -0.52640 2.32911 1.21244 0.153
H 1.63864 2.38289 0.37804 0.387
H 1.05993 -0.95732 1.71717 0.225
H 2.81304 -0.03461 -1.75622 0.254
H 3.89630 -0.43627 -0.28720 0.313
H 3.58964 1.33512 -0.95577 0.390
H 0.47781 -2.01312 -0.81425 0.259


Short version: i, ii, most stable first.